Entry 1:
126
Properties=species:S:1:pos:R:3:forces:R:3 method="wB97M-V/def2-TZVPD" total_charge=+1 homo_energy_ev=-7.45 orbital_gap_ev=1.36 lumo_energy_ev=-6.09
Br 5.120 -6.483 -4.459 1.98 -0.86 1.55
Ca -5.731 -5.318 -5.369 4.09 -1.48 -4.07
P -1.653 2.287 -1.962 -2.71 0.36 -1.78
Si 0.767 0.073 3.709 -0.49 0.54 0.34
F 0.877 5.510 4.202 2.07 0.12 -5.00
F 2.116 4.460 2.320 -3.16 4.09 1.82
F 2.109 -0.928 -0.623 -0.37 3.90 -0.34
F 3.343 1.090 -0.932 -3.54 -1.34 0.52
F 1.822 6.882 2.400 -1.16 -4.15 1.37
F -0.798 6.891 1.665 2.15 -3.73 1.18
F -1.231 4.872 2.868 2.99 2.14 -2.45
O 6.071 11.222 3.730 0.00 -1.14 -1.43
O -0.606 1.055 -1.226 2.87 0.50 0.80
O -6.308 -4.376 -3.462 0.80 -0.84 -0.53
O 0.029 -6.779 -5.718 0.28 -0.29 0.29
O -0.361 3.369 -2.401 2.62 -2.09 1.98
O 1.311 -2.447 7.416 0.13 -0.59 0.07
O 2.842 -6.760 -4.821 -0.71 -0.04 -0.40
N 4.476 9.835 3.220 -2.15 -0.26 -0.15
C -1.608 -3.761 -3.050 -1.16 0.84 -0.10
C -0.907 0.885 4.298 -3.26 1.43 1.07
C -7.076 -3.193 -3.350 -0.90 1.15 0.16
C -2.413 2.808 5.685 0.47 -3.05 -2.58
C -3.569 -5.759 -0.378 -0.35 0.19 0.57
C 3.079 -5.768 -5.812 -0.88 1.16 -1.59
C -0.261 4.638 0.556 -0.98 0.14 -0.71
C 0.839 1.167 -1.597 -2.71 0.10 -3.30
C 1.970 0.573 -0.571 0.54 -0.08 1.50
C 0.026 -1.073 -3.006 0.59 -0.72 -0.50
C 0.938 2.751 -2.084 1.63 1.68 -0.65
C 1.466 -1.728 8.626 0.07 -0.16 0.14
C 0.432 -7.684 -6.742 -0.17 0.07 -0.09
C -2.843 -4.859 -2.880 0.79 0.65 -0.05
C -3.798 2.149 5.053 3.46 -1.52 -0.75
C 4.422 8.378 3.423 -0.22 -1.19 0.14
C 0.823 0.357 -3.058 1.86 -0.70 0.47
C 1.103 -1.663 4.476 0.95 -1.49 -0.08
C 1.757 3.824 -1.155 0.63 0.91 0.07
C 1.193 5.548 2.726 -0.08 0.88 1.07
C -0.914 2.183 5.304 -4.58 -2.25 -2.09
C 2.188 1.261 4.290 0.84 0.65 -0.96
C -2.307 -2.287 -3.235 0.22 0.68 0.67
C -3.778 -4.600 -1.558 -0.53 -0.68 0.76
C 1.726 -6.442 -3.986 -0.16 -0.20 0.60
C 0.861 5.062 -0.562 0.51 0.91 0.46
C 0.617 -0.021 1.753 -0.64 0.27 -0.81
C -1.300 -1.170 -3.965 -1.16 -1.03 1.07
C 0.466 -7.197 -4.422 0.07 0.39 -0.47
C 5.749 10.367 2.924 3.51 3.06 1.49
C 6.576 9.899 1.770 -0.73 -0.04 -0.29
C 1.723 0.939 1.016 0.42 -0.28 0.42
C -3.744 0.813 4.059 4.12 1.34 1.17
C -4.819 -5.743 0.726 0.06 0.33 0.31
C -0.243 5.527 1.933 -2.83 -1.38 -0.59
C -2.284 0.176 3.668 -0.83 3.87 2.87
H 2.358 3.357 -0.263 -1.20 0.74 -1.74
H 1.986 -6.758 -2.970 0.00 0.01 -0.08
H 0.439 1.059 -3.916 0.53 -1.40 1.94
H 1.655 -3.343 7.570 -0.23 0.47 -0.18
H -2.551 -1.895 -2.135 0.53 -0.59 -2.43
H 1.366 2.062 1.182 0.80 -2.44 -0.77
H 2.169 2.213 3.574 0.08 -1.84 1.73
H -2.762 1.335 -1.893 0.17 0.09 0.66
H -2.433 3.747 6.382 -0.24 -2.03 -1.53
H 3.592 -4.913 -5.361 -0.44 0.02 -0.33
H 0.793 -1.895 -3.408 -1.62 1.67 0.85
H -2.581 -5.551 0.256 -2.01 -0.55 -1.71
H 0.332 5.718 -1.397 1.17 -1.73 1.71
H -6.690 -4.897 -4.189 -4.17 1.30 4.34
H -0.457 0.367 1.409 2.31 -0.96 0.73
H 1.629 5.804 -0.029 -1.45 -1.53 -1.13
H 1.837 -2.225 3.720 -1.48 1.12 1.47
H -3.523 -6.840 -0.851 0.07 2.30 0.84
H 1.967 0.124 -3.281 -2.26 0.46 0.19
H -0.958 -3.970 -4.011 -1.23 0.12 2.00
H -2.555 3.278 -2.561 -0.03 -0.04 0.03
H 1.548 2.748 -3.091 -1.11 -0.23 1.93
H -1.532 1.828 -3.323 0.47 -0.69 -0.10
H -2.361 -5.928 -2.939 -1.29 1.85 0.31
H 2.575 4.322 -1.868 -1.73 -1.01 1.61
H -4.929 -4.643 -1.872 2.72 0.02 0.81
H 3.724 -6.196 -6.584 -0.21 0.07 0.22
H 7.290 9.149 2.116 -0.02 0.03 -0.04
H -2.053 2.929 -0.730 0.90 -0.45 0.34
H 3.566 8.169 4.068 0.13 -0.13 -0.23
H -5.674 -5.003 0.409 1.68 -1.38 0.50
H 0.329 -7.181 -7.707 -0.05 0.00 0.19
H -0.222 -8.563 -6.729 0.11 -0.05 -0.06
H -3.619 -3.536 -1.054 -0.12 -2.26 -1.27
H -2.181 -0.756 2.941 -0.29 2.26 1.75
H 1.471 -8.002 -6.625 -0.04 0.02 0.03
H 4.209 10.361 4.062 -0.20 -0.15 -0.10
H -4.855 2.624 5.304 2.60 -1.10 -0.53
H -0.255 3.468 0.782 0.12 2.68 -0.12
H -3.364 -2.340 -3.777 2.17 -0.10 0.82
H 3.200 0.701 4.046 -1.83 1.23 0.83
H -1.067 -1.563 -5.043 -0.21 0.81 1.97
H 0.626 -8.281 -4.394 0.08 0.13 -0.03
H -8.114 -3.451 -3.126 0.12 0.11 0.00
H 2.524 -1.686 8.893 -0.04 0.16 0.22
H -1.324 4.836 0.049 2.28 -0.43 1.47
H 0.150 -2.356 4.569 1.92 1.49 -0.02
H -5.317 -6.799 0.867 1.14 2.07 -0.30
H -0.343 -6.961 -3.721 0.13 0.07 0.06
H 0.102 2.628 5.696 -2.46 -0.94 -0.85
H 5.935 9.470 0.996 0.19 -0.15 0.00
H 0.692 -1.160 1.495 0.10 2.19 0.07
H 1.552 -5.359 -3.966 0.04 -0.15 -0.11
H 2.153 -5.426 -6.288 -0.12 -0.27 0.24
H 4.289 7.897 2.450 0.05 -0.04 0.30
H -0.937 -3.688 -2.069 -1.38 -0.51 -2.23
H 2.107 1.591 5.410 0.34 -0.74 -2.16
H 5.344 8.043 3.906 -0.20 0.11 -0.08
H 1.696 -1.625 5.511 -1.65 -0.03 -2.33
H 2.766 0.846 1.581 -2.09 0.12 -1.49
H 3.852 10.101 2.455 -0.43 -0.06 0.09
H -1.933 -0.189 -4.044 1.55 -1.63 0.26
H -0.242 -1.439 -1.901 0.52 1.26 -2.41
H 0.898 -2.221 9.419 0.05 0.21 0.17
H -4.423 -5.369 1.783 -0.90 -0.88 -2.29
H -4.702 0.310 3.602 2.00 1.34 1.15
H -6.672 -2.582 -2.539 0.11 -0.29 -0.18
H -7.023 -2.632 -4.287 -0.09 0.16 0.15
H -3.549 -4.713 -3.830 1.43 -0.32 1.52
H 1.087 -0.713 8.487 0.02 -0.19 -0.08
H 7.111 10.752 1.343 -0.03 -0.15 0.29

Entry 2:
125
Properties=species:S:1:pos:R:3:forces:R:3 method="wB97M-V/def2-TZVPD" total_charge=+1 homo_energy_ev=-10.20 orbital_gap_ev=6.34 lumo_energy_ev=-3.86
Cl -4.073 -0.985 5.849 0.09 -0.08 0.10
F 3.511 4.185 -1.620 0.10 0.02 -0.01
F 3.459 2.106 -2.222 0.06 -0.08 -0.20
F 1.962 3.485 -2.951 -0.08 0.05 -0.05
O 4.678 -0.258 6.271 0.01 -0.36 -0.82
O 4.717 -2.034 4.866 0.07 0.47 -0.49
O -5.982 -3.838 -4.833 -0.06 -0.10 -0.17
O 8.980 4.040 0.183 -0.27 -0.10 -0.06
O 6.954 1.916 0.964 -0.16 -0.07 0.12
O -0.916 -1.971 -3.007 -0.03 0.28 0.07
O -1.742 -0.112 -0.746 0.02 0.14 0.15
O -7.795 -6.740 -4.307 -0.09 0.26 -0.03
O -8.468 -4.625 -6.387 -0.09 0.06 -0.13
O -3.586 -0.179 -3.154 0.08 -0.16 0.22
O 1.726 3.859 0.214 0.10 -0.07 0.03
O 8.171 1.413 -1.773 0.07 -0.02 0.28
N -0.523 2.872 4.283 -0.33 -0.05 0.33
N 1.926 4.509 5.102 -0.73 0.19 -0.42
C -0.021 0.729 3.420 -0.03 -0.33 0.15
C 8.959 3.311 1.392 0.20 0.08 0.02
C -3.967 0.648 3.659 -0.09 -0.30 -0.04
C -8.393 -3.862 -5.200 -0.12 0.01 0.13
C -1.728 0.727 -1.896 0.24 0.03 0.01
C 8.739 0.133 -1.952 -0.01 0.06 -0.10
C -1.388 0.729 4.162 0.32 -0.40 -0.01
C 5.071 -0.786 5.263 -0.27 0.50 0.94
C 0.458 2.203 3.389 -0.36 -0.17 -0.78
C -4.391 0.608 5.123 -0.27 0.21 -0.16
C 0.395 -1.796 -3.500 -0.06 -0.10 -0.04
C -2.052 -1.492 -0.909 -0.12 -0.08 0.08
C 1.838 2.779 -0.679 -0.22 0.02 -0.06
C 2.314 -0.234 3.218 -0.26 -0.09 -0.12
C -0.422 4.273 4.774 0.03 0.01 0.19
C -7.647 -5.769 -6.539 0.12 -0.02 -0.08
C 8.348 1.937 1.229 0.09 -0.11 0.02
C -4.863 -3.498 -5.626 0.03 0.00 0.16
C 6.478 2.346 -0.300 -0.08 0.16 -0.06
C 2.976 -1.612 3.175 0.30 0.16 0.03
C -4.948 -0.456 -2.899 0.01 -0.01 -0.18
C 1.736 3.479 1.570 -0.19 0.04 -0.08
C -7.134 -3.039 -5.035 0.11 0.08 0.17
C 3.321 -2.182 4.552 -0.17 -0.39 0.24
C 0.405 2.844 1.980 0.17 0.19 0.23
C -1.506 2.119 4.625 0.45 0.47 -0.09
C -3.066 0.984 -2.552 -0.07 0.04 -0.13
C -8.027 -6.959 -5.687 0.08 -0.19 0.03
C 1.019 -0.191 4.057 0.26 0.34 0.03
C -1.017 -2.316 -1.643 0.04 -0.20 -0.07
C 0.904 4.930 4.472 0.88 -0.24 0.39
C 2.700 3.164 -1.884 0.04 -0.03 0.22
C 6.793 1.434 -1.468 -0.03 0.02 -0.19
C -8.853 -7.105 -3.450 0.08 -0.07 0.01
C -2.554 0.143 3.343 -0.35 0.03 -0.07
C 8.533 5.375 0.264 0.12 -0.01 -0.02
H 2.307 1.905 -0.216 0.03 0.09 0.07
H -0.499 4.222 5.862 -0.05 -0.01 -0.07
H 6.249 1.812 -2.343 -0.11 -0.04 0.05
H 2.342 -2.309 2.620 -0.09 0.02 0.14
H -5.164 -3.132 -6.611 0.01 0.02 0.00
H -3.043 -1.628 -1.344 0.08 0.04 -0.15
H -1.292 0.104 5.061 -0.13 0.20 0.14
H 0.143 2.082 1.245 -0.08 -0.02 0.06
H 0.823 -2.746 -3.834 0.06 0.00 0.05
H -7.411 -7.806 -6.016 -0.07 -0.04 -0.06
H -1.368 1.693 -1.525 -0.04 0.01 0.00
H -0.047 -2.215 -1.142 0.02 0.06 -0.02
H -1.270 4.843 4.396 0.07 -0.04 -0.15
H 6.779 3.373 -0.519 0.18 -0.07 -0.03
H 8.288 -0.605 -1.281 0.00 -0.01 0.01
H -9.828 -6.931 -3.914 -0.01 0.00 0.00
H 2.735 -1.714 5.347 -0.01 -0.07 0.02
H 9.991 3.169 1.737 -0.02 0.02 0.11
H 0.855 2.488 -1.062 0.05 -0.09 -0.02
H 2.770 5.021 4.845 0.00 0.02 0.00
H 8.629 -0.208 -2.986 -0.04 -0.06 0.02
H -6.589 -5.526 -6.423 -0.04 0.00 0.17
H -0.376 3.609 1.943 -0.01 -0.05 -0.11
H -0.213 0.362 2.410 0.14 0.21 -0.06
H 8.448 1.437 2.196 0.02 -0.02 -0.01
H -5.081 -1.537 -2.960 -0.02 0.00 -0.07
H 0.599 -1.194 4.173 -0.04 0.01 -0.05
H 3.911 -1.544 2.610 -0.09 -0.07 -0.03
H 2.060 0.043 2.187 0.12 0.03 0.01
H 8.905 1.346 0.500 -0.02 0.13 -0.11
H -9.218 -3.149 -5.280 -0.01 -0.01 0.02
H -4.264 -4.399 -5.762 0.00 -0.01 0.04
H -2.906 1.746 -3.325 -0.03 0.10 0.07
H 0.938 5.749 3.751 -0.17 -0.01 0.04
H 6.419 0.426 -1.253 0.07 -0.03 0.04
H -1.324 -3.367 -1.565 0.05 -0.02 0.09
H 1.054 -1.352 -2.746 0.01 0.00 0.00
H 8.148 5.656 -0.716 0.05 0.01 -0.02
H 8.418 3.860 2.171 -0.05 0.02 -0.03
H -4.150 1.646 3.242 0.09 0.04 0.19
H 5.759 -0.274 4.576 0.23 -0.29 0.02
H -0.999 0.374 -2.628 -0.13 -0.10 -0.06
H 5.389 2.354 -0.191 0.00 -0.01 -0.03
H 7.727 5.486 0.997 -0.01 0.00 0.01
H 3.137 -3.255 4.583 0.07 0.06 0.03
H -7.798 -6.074 -7.577 0.03 0.00 -0.01
H -4.243 -2.744 -5.127 0.01 0.07 -0.10
H -2.094 -1.885 0.112 -0.01 0.00 0.00
H -9.075 -7.216 -5.870 -0.03 0.04 0.04
H -5.253 -0.127 -1.901 0.02 0.04 0.00
H 2.565 2.789 1.777 0.01 0.02 -0.02
H -3.767 1.394 -1.816 -0.01 -0.05 0.03
H 1.251 0.187 5.060 -0.08 -0.17 0.04
H -2.365 0.289 2.276 0.00 0.09 0.06
H -5.465 0.777 5.197 0.08 -0.02 0.00
H -8.579 -4.471 -4.313 0.17 -0.06 -0.03
H -8.784 -6.487 -2.554 0.04 -0.03 0.02
H -5.587 0.020 -3.650 -0.07 0.02 0.08
H 3.020 0.519 3.584 0.00 -0.04 -0.02
H 1.904 4.398 2.130 0.13 -0.05 -0.03
H -2.563 -0.935 3.514 0.18 0.05 -0.05
H -3.915 1.358 5.753 0.10 -0.09 0.01
H 1.458 2.330 3.802 -0.10 -0.05 0.25
H 9.350 6.053 0.526 -0.03 0.02 0.06
H -4.652 -0.019 3.127 0.05 0.12 -0.07
H 0.340 -1.120 -4.353 -0.02 -0.04 -0.03
H 9.801 0.207 -1.721 0.01 0.02 -0.05
H -2.281 2.549 5.249 -0.03 -0.11 -0.03
H -7.270 -2.402 -4.151 -0.08 0.09 -0.07
H -7.009 -2.385 -5.905 0.03 -0.05 -0.04
H -8.782 -8.157 -3.155 -0.06 -0.01 -0.03

Entry 3:
129
Properties=species:S:1:pos:R:3:forces:R:3 method="wB97M-V/def2-TZVPD" total_charge=+1 homo_energy_ev=-11.59 orbital_gap_ev=6.52 lumo_energy_ev=-5.07
I 0.594 5.927 -3.512 -0.13 -0.25 1.20
O 4.867 0.534 -0.112 -2.20 -0.48 0.64
O 0.695 -2.042 6.614 -0.86 1.23 -1.23
O 4.761 -7.693 -3.837 -0.66 1.03 0.38
O 4.319 -5.929 -2.606 -0.19 -0.43 -0.78
O 2.271 4.326 7.790 0.19 -0.14 0.89
O -5.000 -5.536 0.600 0.83 1.08 0.15
O -6.992 1.590 -8.893 1.18 0.46 0.40
O -2.805 -4.980 0.979 -1.60 0.53 -0.28
O 2.813 5.490 9.693 -0.42 -1.56 -0.97
O 3.475 -6.016 -4.739 0.77 -0.58 1.36
O 2.273 3.256 9.708 0.29 0.76 -0.82
O -5.516 3.150 -8.431 -0.24 -0.98 0.12
O -5.271 1.085 -7.457 -0.62 1.05 -0.92
O -4.424 -3.419 0.512 0.15 -0.72 0.28
O 0.450 0.023 5.639 -0.44 -0.97 -0.16
O -1.026 -1.537 5.177 0.93 0.47 0.17
N 0.774 2.340 1.087 -2.01 -1.00 -2.54
N 0.475 0.774 -0.943 -3.31 6.69 -2.70
N -0.730 2.388 -2.480 1.48 -2.87 -0.28
N -0.111 0.001 -3.255 -0.50 1.49 0.92
N -0.480 3.040 -1.283 1.73 -0.71 5.08
C 4.072 -0.397 -2.436 0.73 1.01 0.05
C -1.522 1.264 1.713 -0.68 -0.23 0.75
C -2.269 -2.997 6.680 0.12 0.17 0.28
C 4.683 -8.426 -5.067 0.09 -0.31 -0.72
C 2.956 -0.142 -3.617 0.76 -0.12 -0.50
C 4.115 -6.503 -3.819 0.02 -0.09 -0.61
C -4.624 -6.907 0.698 0.06 -0.71 0.10
C -7.528 0.270 -8.728 -0.37 -0.66 0.21
C -3.961 -4.672 0.730 0.39 -0.42 -0.05
C 0.537 -1.357 -3.038 0.13 -1.55 -0.85
C 5.600 -7.827 -6.120 0.06 0.35 -0.01
C -0.138 1.007 -2.306 0.61 0.51 1.88
C -3.445 -2.373 0.573 0.38 0.31 -0.08
C -0.865 4.507 -1.001 1.36 0.91 -1.40
C 2.427 3.221 11.134 -0.07 0.04 0.80
C -2.933 2.814 -3.866 1.92 0.06 0.37
C -2.586 -2.353 -0.680 0.10 -0.31 -0.20
C 0.101 -1.268 5.877 0.17 -0.56 0.61
C 0.247 2.132 -0.315 -0.20 -2.68 -3.18
C 4.439 0.808 1.278 -0.29 0.40 1.24
C 2.492 4.458 9.123 0.03 0.50 0.65
C 2.362 5.551 7.068 0.08 0.46 -0.33
C -1.562 -2.857 5.342 -0.35 -0.68 0.26
C -0.401 2.416 2.043 -1.17 -0.05 0.42
C -8.234 0.130 -7.390 0.11 0.18 0.28
C -4.400 3.595 -7.665 0.40 0.24 0.10
C -5.864 1.859 -8.193 -0.25 -0.35 0.18
C 1.566 0.468 6.405 0.59 0.29 0.34
C 1.236 3.860 11.828 -0.16 0.28 -0.15
C 3.778 -4.615 -2.493 -0.15 0.32 0.18
C 3.677 0.220 -0.970 -0.57 -0.07 0.31
C 1.941 -1.407 -3.886 -0.02 0.43 -0.94
C -1.419 2.814 -3.758 -1.99 -0.45 -0.02
C 4.662 2.357 1.769 -0.51 0.25 0.62
C 0.799 6.619 -0.348 -0.18 0.17 -0.32
C 0.516 5.374 -1.378 1.08 -1.04 2.30
H -1.120 4.707 0.123 0.36 -0.82 -2.26
H -0.204 -2.149 -3.535 1.59 1.76 1.14
H -3.602 3.729 -3.516 1.25 -2.77 0.75
H 3.319 6.052 7.251 -0.27 -0.06 0.11
H 0.636 -1.677 -1.915 -0.18 1.21 -2.13
H 5.289 -6.813 -6.390 -0.08 -0.20 0.01
H 3.769 3.069 1.424 2.06 -1.53 0.48
H -2.745 -3.978 6.765 0.04 0.12 -0.07
H -3.212 -2.288 -1.575 0.00 0.13 0.14
H -2.333 1.615 0.928 1.83 -0.68 1.43
H 5.062 0.165 -2.795 -2.09 -1.34 0.92
H 4.301 -1.540 -2.344 -0.37 2.20 -0.14
H 2.429 -0.193 6.274 -0.27 0.02 0.12
H 1.416 4.605 -1.220 -2.02 1.70 -0.53
H -1.570 -2.884 7.514 -0.03 -0.12 -0.19
H 1.320 3.756 12.914 0.01 -0.05 -0.14
H 5.005 0.124 2.068 -0.94 1.23 -2.06
H 1.289 1.446 1.338 -0.69 1.29 -0.94
H 0.030 7.465 -0.597 1.54 -1.46 0.69
H 1.842 1.467 6.053 -0.29 -0.20 -0.05
H 5.701 2.824 1.487 -2.09 -1.10 0.31
H -7.536 0.243 -6.556 -0.02 -0.12 -0.18
H -4.074 -7.104 1.625 0.00 0.12 -0.27
H 0.302 3.396 11.497 0.16 -0.10 0.11
H 2.485 2.164 11.419 0.00 0.14 -0.41
H 1.289 0.537 7.461 0.15 -0.11 -0.15
H 4.342 -3.925 -3.128 -0.16 -0.08 -0.05
H -0.778 -3.611 5.216 0.00 0.26 0.12
H -3.537 2.934 -7.796 -0.24 0.02 0.10
H 1.632 -1.340 -5.037 0.56 -0.17 2.46
H 2.403 0.893 -3.456 0.97 -2.26 -0.23
H 1.526 6.205 7.337 0.23 0.00 0.05
H -1.897 -1.504 -0.663 -0.06 0.02 0.04
H 1.907 7.043 -0.459 -2.55 -1.02 0.07
H -2.287 -3.007 4.535 0.25 0.32 0.02
H 4.611 2.359 2.954 0.10 -0.10 -2.42
H -0.515 0.195 -4.208 0.67 -0.23 1.66
H -8.253 0.120 -9.535 0.27 0.35 0.04
H 2.714 -4.598 -2.752 0.22 -0.05 -0.10
H -3.414 1.840 -4.309 0.76 2.84 -0.90
H -3.995 -1.428 0.646 -0.19 -0.37 0.02
H -8.711 -0.851 -7.306 0.04 0.12 -0.07
H 3.371 3.688 11.433 -0.19 0.07 -0.21
H -4.677 3.664 -6.609 0.10 -0.13 -0.08
H -8.996 0.907 -7.273 0.00 -0.17 -0.15
H 0.023 2.207 3.119 -0.84 0.76 -2.15
H 1.162 4.926 11.592 0.15 -0.15 0.08
H -2.839 -2.464 1.481 -0.07 -0.19 -0.17
H -2.121 0.989 2.698 1.30 0.69 -2.00
H -6.743 -0.484 -8.854 0.00 0.26 0.12
H -4.124 4.594 -8.017 -0.30 -0.24 -0.10
H -0.769 3.115 -4.683 -0.96 -1.97 1.68
H 2.292 5.322 6.000 -0.02 -0.24 0.29
H 6.625 -7.753 -5.742 -0.12 -0.18 -0.04
H -0.861 3.509 1.926 0.95 -2.46 0.67
H 3.001 -0.587 -0.409 1.31 1.83 -1.10
H 3.578 -0.003 -4.627 -1.40 -0.35 2.21
H 3.647 -8.485 -5.417 0.14 0.21 0.13
H 5.598 -8.437 -7.027 0.00 0.02 0.14
H 5.009 -9.448 -4.847 -0.06 0.31 0.30
H 2.521 -2.446 -3.794 -1.43 2.33 0.09
H 3.085 1.246 -1.048 1.00 -2.23 -0.16
H 3.884 -4.293 -1.453 0.13 -0.32 -0.16
H -4.027 -7.193 -0.173 0.04 0.05 0.23
H 3.285 0.567 1.436 2.32 0.37 -0.50
H -1.996 -3.270 -0.773 -0.05 0.13 0.15
H -5.537 -7.510 0.706 0.07 0.40 -0.04
H -3.030 -2.220 6.797 0.00 -0.16 -0.14
H -1.016 0.264 1.352 -0.91 2.08 0.63
H 0.664 6.262 0.781 0.22 0.65 -2.51
H -1.712 4.847 -1.751 1.55 -0.98 1.79